Computed, not measured: a molecular structure, C5H11O3, with ωB97M-V with the def2-TZVPD basis set.

The frontier orbital gap is 5.857 eV. The net charge is -1. For the highest occupied orbital energy, the calculation gives -0.087 Eh. Its calculated total energy is -422.7418 hartree. The calculation puts the energy above the lowest of the compared OMol25 structures with the same formula, charge and spin at 451.2 kJ/mol. The calculation puts the largest force on an atom at 4.44 eV Å⁻¹. Its LUMO energy is 0.1282 hartree. The molar mass comes out at 119.1 g/mol.

```
19
C5H11O3, DFT ωB97M-V with the def2-TZVPD basis set
C -0.95 0.77 -0.62
H -2.72 0.81 -1.90
H 0.91 -2.71 0.96
H -0.54 -2.16 1.78
H -0.20 2.10 -3.09
H 0.97 -2.46 2.69
C 1.01 -0.61 1.64
H -2.05 2.44 -1.67
C -1.79 1.37 -1.81
H -0.06 0.45 -2.66
H 2.35 -0.50 1.84
C 0.55 -2.06 1.74
O -0.72 -0.57 -0.79
H 0.02 1.33 -0.62
H -1.39 1.00 0.39
H -1.20 0.90 -3.96
O 2.05 -0.49 0.77
C -0.81 1.18 -2.97
O 0.71 0.33 2.38
```